Entry from the Open Molecules 2025 dataset: a 9-piece molecular cluster, C16H48BF4O16 overall (ωB97M-V with the def2-TZVPD basis set).

The value obtained for the HOMO energy is -0.290 Eh. For the energy relative to the best compared isomer or geometry (same formula, charge and spin), the calculation gives 107.7 kcal per mole.

```
! RIJCOSX wB97M-V def2-TZVPD def2/J DEFGRID3
* xyz -1 1
B -3.5746 -5.4468 23.0817
F -4.3661 -4.6027 22.4220
F -2.3309 -4.9125 23.0953
F -4.0593 -5.4400 24.4245
F -3.3862 -6.7386 22.5565
C -3.9294 -3.0490 30.3459
C -3.7756 -4.5578 30.6058
O -2.8934 -4.6097 31.6628
O -4.5747 -2.2947 31.3524
H -4.4244 -2.8196 29.4022
H -2.9226 -2.6407 30.2577
H -3.3229 -5.1055 29.7792
H -4.8067 -4.8805 30.7502
H -2.0514 -4.3636 31.2729
H -3.9475 -2.3877 32.0732
C -2.7063 -12.6733 20.8856
C -4.2872 -12.5406 20.7719
O -4.8811 -13.7771 21.1092
O -2.3495 -12.9312 22.2642
H -2.2294 -11.7624 20.5238
H -2.3267 -13.5380 20.3411
H -4.5219 -12.3517 19.7244
H -4.7096 -11.7008 21.3237
H -5.6891 -13.5696 21.5842
H -1.9936 -12.0818 22.5352
C -3.8352 0.5672 19.3746
C -2.5667 0.4064 20.1477
O -1.9796 -0.8721 20.0511
O -4.9130 -0.0126 20.0344
H -3.6259 0.0648 18.4302
H -4.1035 1.5871 19.0990
H -2.7839 0.6519 21.1872
H -1.7730 1.0900 19.8461
H -2.5344 -1.4742 20.5523
H -4.7869 -0.9623 19.9721
C -9.0134 -0.3418 26.7949
C -8.1752 -1.1286 25.8066
O -8.1822 -2.5134 26.1982
O -10.4095 -0.5788 26.7420
H -8.9542 0.7127 26.5252
H -8.6759 -0.3083 27.8308
H -7.1581 -0.7395 25.8542
H -8.5332 -1.0342 24.7814
H -7.3857 -2.9083 25.8359
H -10.8090 0.2018 27.1328
C 2.6300 -8.4595 22.9154
C 3.2680 -9.7993 22.6372
O 4.5385 -9.7575 21.9389
O 1.3721 -8.7165 23.5926
H 2.4534 -7.9547 21.9657
H 3.1943 -7.6958 23.4506
H 2.6046 -10.3997 22.0147
H 3.4116 -10.4492 23.5004
H 5.2438 -9.5835 22.5665
H 0.8501 -7.9382 23.3846
C -7.6086 -8.5523 27.0652
C -7.9012 -8.9014 25.6036
O -8.8415 -8.0645 25.0564
O -8.7458 -8.5186 27.9166
H -7.0620 -7.6417 27.3100
H -6.9647 -9.3215 27.4916
H -8.2462 -9.9331 25.6715
H -7.0154 -8.7874 24.9787
H -8.6743 -8.0869 24.1113
H -8.9772 -9.3874 28.2531
C -7.8052 -4.5613 17.1541
C -8.1662 -5.9828 17.6212
O -8.0505 -6.0497 19.0079
O -6.3980 -4.3786 17.1922
H -8.2300 -3.8370 17.8491
H -8.1013 -4.3632 16.1239
H -7.5135 -6.7089 17.1365
H -9.0880 -6.3223 17.1489
H -7.1954 -5.6675 19.2183
H -5.9215 -5.0044 16.6417
C 4.1842 -1.3527 20.6003
C 5.6639 -1.1680 21.0531
O 6.4775 -0.9141 19.9071
O 3.3179 -1.4044 21.7598
H 4.0526 -2.3158 20.1072
H 3.7698 -0.5793 19.9535
H 5.9534 -2.1408 21.4506
H 5.7414 -0.4094 21.8320
H 6.3034 -0.0115 19.6302
H 2.4304 -1.6137 21.4599
*
```

Partial atomic charges computed with the Mulliken method, in multiples of e: 0.58 -0.35 -0.40 -0.42 -0.42 -0.47 -0.32 -0.52 -0.50 0.35 0.30 0.28 0.25 0.33 0.31 -0.46 -0.32 -0.51 -0.51 0.36 0.25 0.23 0.33 0.31 0.31 -0.38 -0.39 -0.52 -0.51 0.24 0.35 0.26 0.33 0.31 0.31 -0.46 -0.33 -0.52 -0.52 0.31 0.32 0.31 0.28 0.31 0.31 -0.23 -0.41 -0.54 -0.52 0.25 0.28 0.23 0.30 0.30 0.32 -0.50 -0.19 -0.51 -0.53 0.31 0.32 0.16 0.31 0.33 0.30 -0.44 -0.33 -0.49 -0.52 0.25 0.31 0.26 0.33 0.33 0.30 -0.23 -0.39 -0.51 -0.53 0.23 0.30 0.25 0.27 0.31 0.31

***

Entry from the Open Molecules 2025 dataset: a 6-piece molecular cluster, C16H48ClN5O8 overall (ωB97M-V with the def2-TZVPD basis set).

The value obtained for the HOMO energy is -0.331 Eh. For the energy relative to the best compared isomer or geometry (same formula, charge and spin), the calculation gives 1.3 kcal per mole.

```
! RIJCOSX wB97M-V def2-TZVPD def2/J DEFGRID3
* xyz 0 1
N -0.2061 -0.1998 -0.4479
H -0.4561 -0.6697 0.4344
H -0.9551 0.3371 -0.9033
H 0.1401 -0.8668 -1.1428
H 0.6125 0.3981 -0.2614
Cl -1.2082 2.5079 -4.1494
O -0.9662 1.9478 -2.8241
O -0.3802 1.8956 -5.1392
O -2.5971 2.2708 -4.4567
O -0.9572 3.9198 -4.0771
C 0.2139 2.7700 2.0094
C -0.4126 2.7675 0.6330
C -1.1199 4.1033 0.2363
O -0.3737 5.2459 0.6260
C 0.5636 5.6926 -0.3176
N 0.6476 2.4575 -0.3386
H 0.9975 3.4934 2.2168
H 0.3862 1.7304 2.2832
H -0.5668 3.1059 2.7082
H -1.1377 1.9489 0.6556
H -2.0732 4.1264 0.7649
H -1.3019 4.0622 -0.8401
H 1.4788 5.0958 -0.3890
H 0.8678 6.7184 -0.1094
H 0.1398 5.7262 -1.3288
H 1.3833 3.1572 -0.3285
H 0.3182 2.6340 -1.2937
C 3.9327 -2.0684 1.7606
C 2.8187 -1.1286 1.1929
C 3.3547 0.2992 1.0496
O 3.1642 0.9896 2.2729
C 3.8790 2.1940 2.2995
N 2.3603 -1.6484 -0.0996
H 3.5063 -2.6402 2.5865
H 4.7740 -1.5177 2.1843
H 4.3336 -2.7385 1.0033
H 1.9561 -1.0788 1.8602
H 2.8889 0.7911 0.1905
H 4.4391 0.2861 0.8891
H 3.4757 2.8069 3.1103
H 3.6247 2.7975 1.4158
H 4.9525 2.0319 2.4345
H 1.8368 -2.5119 0.0210
H 3.1557 -1.9650 -0.6451
C -2.1166 -3.8569 0.7874
C -1.7710 -2.9806 1.9765
C -0.4203 -3.2032 2.6002
O -0.3765 -2.6679 3.9033
C 0.8295 -2.8770 4.5839
N -1.8979 -1.5288 1.6101
H -2.2827 -4.8739 1.1560
H -1.3563 -3.8892 0.0073
H -3.0896 -3.6324 0.3480
H -2.5684 -3.0756 2.7205
H 0.3614 -2.7101 2.0001
H -0.1204 -4.2572 2.6835
H 1.7078 -2.3709 4.1660
H 1.0929 -3.9416 4.5909
H 0.6978 -2.5160 5.6000
H -2.8746 -1.3840 1.3597
H -1.8583 -1.0020 2.4844
C -4.2490 -1.5376 -2.8341
C -2.8375 -1.3739 -2.3210
C -1.7817 -1.6109 -3.4228
O -0.5219 -1.4468 -2.8486
C 0.5549 -1.2498 -3.7397
N -2.7058 -0.1037 -1.5883
H -4.5137 -0.6859 -3.4606
H -4.9411 -1.6125 -1.9955
H -4.3489 -2.4547 -3.4268
H -2.5913 -2.1522 -1.5893
H -1.8696 -0.8664 -4.2212
H -1.9850 -2.6042 -3.8324
H 0.4850 -0.2468 -4.1828
H 0.4849 -1.9783 -4.5528
H 1.5131 -1.2568 -3.2210
H -2.6920 0.7217 -2.1811
H -3.4478 -0.0489 -0.9065
*
```

Partial atomic charges computed with the Mulliken method, in multiples of e: 1.06 0.02 0.04 0.55 -0.14 1.72 -0.65 -0.69 -0.72 -0.71 -1.48 1.04 -0.93 -0.43 -0.61 -0.12 0.19 0.26 0.49 -0.11 0.45 0.36 0.21 0.30 0.29 0.22 -0.08 -1.36 0.90 -0.94 -0.32 -0.86 -0.44 0.25 0.37 0.37 -0.20 0.28 0.55 0.25 0.33 0.33 0.19 0.27 -1.72 0.46 -0.10 -0.40 -0.65 -0.72 0.50 0.24 0.45 0.44 -0.35 0.50 0.13 0.34 0.28 0.26 0.23 -1.61 0.96 -1.07 -0.36 -0.72 -0.33 0.37 0.41 0.41 -0.39 0.45 0.37 0.18 0.38 0.21 0.11 0.22

***

Entry from the Open Molecules 2025 dataset: C16H48F4InN2O16S4 as an isolated structure (ωB97M-V with the def2-TZVPD basis set).

The value obtained for the HOMO energy is -0.447 Eh. For the energy relative to the best compared isomer or geometry (same formula, charge and spin), the calculation gives 0.0 kcal per mole.

```
! RIJCOSX wB97M-V def2-TZVPD def2/J DEFGRID3
* xyz 1 1
In -4.1768 12.2750 3.1981
N -6.0225 12.3263 1.1744
S -5.9898 13.1181 -0.1917
O -6.4333 14.4620 -0.2728
O -5.9883 12.3355 -1.3945
F -4.3989 13.4114 -0.0801
S -7.5940 11.6676 0.9938
O -7.6877 10.3697 0.4244
O -8.6067 12.6136 0.7088
F -7.8342 11.4294 2.5273
N -5.2428 11.3376 5.4779
S -4.2398 10.6670 6.6102
O -3.9888 9.2998 6.3319
O -4.2960 11.1765 7.9237
F -2.9265 11.3375 5.9471
S -6.6201 11.2479 6.2906
O -6.9557 12.5468 6.7934
O -6.9334 10.0551 6.9797
F -7.6046 11.1342 5.0388
C -9.6546 8.2953 1.5964
C -10.2466 7.5984 0.3795
O -9.7606 6.2500 0.4091
H -8.5707 8.3486 1.5716
H -9.9075 7.7048 2.4824
H -10.1159 9.2687 1.7676
H -9.8467 8.0889 -0.5104
H -11.3238 7.5514 0.5315
H -10.4141 5.6633 0.0214
C -4.8192 14.5214 -4.1244
C -3.5166 13.8408 -3.7700
O -2.5946 14.0882 -4.8147
H -4.5761 15.5858 -4.1967
H -5.5963 14.3894 -3.3648
H -5.3489 14.3013 -5.0509
H -3.6461 12.7907 -3.5073
H -3.1413 14.2774 -2.8354
H -2.2121 14.9618 -4.7023
C -8.1730 17.1988 0.7079
C -8.5413 18.6406 0.5048
O -7.3833 19.4566 0.3967
H -9.0427 16.5539 0.8545
H -7.5241 17.0209 1.5710
H -7.6901 16.7681 -0.1717
H -9.1022 19.0122 1.3709
H -9.2164 18.6850 -0.3569
H -7.6704 20.3734 0.3763
C -8.4207 14.5417 4.0635
C -6.9812 15.0217 4.0237
O -6.1400 13.9522 4.4758
H -8.7338 14.0267 4.9702
H -8.5688 13.8357 3.2452
H -9.0942 15.3870 3.9018
H -6.8064 15.9474 4.5767
H -6.6863 15.2637 3.0019
H -6.1792 13.8577 5.4427
C -5.4321 7.2583 2.7935
C -6.0715 8.6427 3.0992
O -5.4628 9.5697 2.2365
H -5.9445 6.4956 3.3810
H -4.3935 7.2651 3.1183
H -5.5128 7.0694 1.7248
H -5.7727 8.8358 4.1371
H -7.1564 8.5640 3.1406
H -5.9499 9.6433 1.3975
C -4.2044 17.3850 2.2907
C -4.3613 16.0978 1.4767
O -3.7313 15.0164 2.1914
H -3.1666 17.7176 2.3199
H -4.6649 17.3189 3.2729
H -4.7413 18.1548 1.7248
H -4.0080 16.2864 0.4640
H -5.4260 15.8863 1.4339
H -2.7835 15.0973 2.0330
C -7.0373 9.2618 -4.6035
C -6.1658 10.0723 -3.6929
O -5.5573 11.1552 -4.3805
H -7.4252 8.3877 -4.0768
H -6.4871 8.8503 -5.4521
H -7.8711 9.8307 -5.0151
H -5.3863 9.4430 -3.2332
H -6.6989 10.4391 -2.7949
H -4.7287 11.3024 -3.9149
C -3.8334 9.5144 -0.8264
C -2.5425 10.0694 -0.2472
O -2.8706 11.0519 0.7399
H -3.5849 9.0043 -1.7565
H -4.5607 10.3111 -1.0087
H -4.3396 8.8492 -0.1253
H -1.8358 10.3844 -1.0139
H -2.1240 9.2068 0.2860
H -2.0923 11.5614 0.9900
*
```

Partial atomic charges computed with the Mulliken method, in multiples of e: 1.74 0.43 0.42 -0.30 -0.40 -0.34 0.59 -0.59 -0.58 0.03 -0.07 0.90 -0.53 -0.48 -0.30 1.09 -0.65 -0.55 -0.20 -0.48 -0.34 -0.54 -0.28 0.42 0.38 0.19 0.37 0.30 -0.89 0.35 -0.56 0.35 0.18 0.29 -0.11 0.09 0.34 -0.47 -0.43 -0.51 0.42 -0.08 0.19 0.32 0.29 0.31 -0.98 0.41 -0.25 0.37 0.07 0.39 0.37 -0.45 0.19 -1.31 0.26 0.12 0.42 0.34 0.34 0.04 0.17 -0.15 -1.22 0.47 -0.27 0.42 0.24 0.35 0.42 -0.55 0.23 -1.46 0.64 -0.47 0.38 0.35 0.35 -0.13 0.12 0.27 -0.31 -0.59 -0.25 0.51 -0.21 0.03 0.47 0.31 0.23

***

> HOMO energy of number 1 (C16H48BF4O16)?

-0.290 Eh

***

> Number 1 is which compound?

C16H48BF4O16

***

> What is the energy relative to the best compared isomer or geometry (same formula, charge and spin) in the second record?

1.3 kcal per mole

***

> What is the energy relative to the best compared isomer or geometry (same formula, charge and spin) in the first record?

107.7 kcal per mole